Density functional theory data (ωB97M-V/def2-TZVPD) for a structure of composition C25H12BeBrF4N2O7P at a distorted geometry.

CARTESIAN COORDINATES (ANGSTROEM)
1 Be -0.2339 0.1363 0.0323
2 F 3.7696 -3.8871 -3.8564
3 C 2.7212 -3.4167 -3.1983
4 C 1.4969 -4.0803 -3.2565
5 F 1.3642 -5.1875 -3.9771
6 C 0.4125 -3.5718 -2.5504
7 F -0.7534 -4.2078 -2.6380
8 C 0.4983 -2.4198 -1.7729
9 P -0.9175 -1.8091 -0.7675
10 C -2.2960 -1.8608 -1.9366
11 C -3.5710 -2.2098 -1.5012
12 C -4.6287 -2.1789 -2.3913
13 C -4.4250 -1.7783 -3.7012
14 C -3.1622 -1.3961 -4.1245
15 C -2.0986 -1.4260 -3.2449
16 C -1.1685 -3.1533 0.4334
17 C -1.8043 -4.3557 0.1215
18 C -1.9284 -5.3311 1.0925
19 C -1.4453 -5.1165 2.3740
20 C -0.8413 -3.9128 2.6925
21 C -0.6951 -2.9340 1.7272
22 C 1.7226 -1.7548 -1.7552
23 Br 1.9719 -0.1115 -0.8255
24 C 2.8226 -2.2462 -2.4520
25 F 3.9762 -1.5927 -2.4109
26 H -3.7298 -2.5044 -0.4726
27 H -5.6145 -2.4644 -2.0578
28 H -5.2526 -1.7506 -4.3905
29 H -3.0060 -1.0662 -5.1394
30 H -1.1136 -1.1136 -3.5679
31 H -2.2019 -4.5274 -0.8666
32 H -2.4074 -6.2648 0.8421
33 H -1.5436 -5.8878 3.1201
34 H -0.4828 -3.7290 3.6926
35 H -0.2349 -1.9926 1.9855
36 O -0.5434 0.8890 3.5697
37 C -0.6321 0.9896 2.3716
38 O -0.1520 0.1007 1.5368
39 C -1.3194 2.1530 1.7243
40 C -1.8632 3.1286 2.5419
41 C -2.5108 4.2281 1.9974
42 C -2.5984 4.3817 0.6149
43 C -2.0648 3.4082 -0.1954
44 C -1.4193 2.2609 0.3212
45 O -0.9396 1.3801 -0.5158
46 N -2.1407 3.5148 -1.6437
47 O -1.4442 4.3448 -2.1745
48 O -2.8802 2.7462 -2.2109
49 N -3.1143 5.2030 2.8649
50 O -3.7117 6.1223 2.3465
51 O -2.9998 5.0394 4.0594
52 H -1.7681 3.0069 3.6116
53 H -3.0953 5.2430 0.1976

Output
HOMO energy	-9.0	eV
charge	0



Density functional theory data (ωB97M-V/def2-TZVPD) for a structure of composition C25H13BrF4NO6PV at a distorted geometry.

CARTESIAN COORDINATES (ANGSTROEM)
1 V 0.0714 0.1336 0.0113
2 O 1.2017 2.9633 5.2242
3 C 0.9561 2.2041 4.1131
4 C 1.9621 1.5325 3.4317
5 C 1.6390 0.7820 2.3258
6 N 0.3451 0.6299 1.9286
7 C -0.6104 1.4145 2.5118
8 C -0.3425 2.1808 3.6178
9 C -1.8899 1.5008 1.6967
10 O -2.9158 1.9831 2.1591
11 O -1.7109 1.0284 0.5074
12 C 2.6605 0.2309 1.3365
13 O 3.8415 0.1480 1.6465
14 O 2.1169 -0.0503 0.2018
15 H 2.1397 2.9112 5.4397
16 H 3.0070 1.6239 3.7073
17 H -1.1228 2.7891 4.0535
18 F -0.5906 -6.8173 -2.3697
19 C -0.7659 -5.7148 -1.6391
20 C -1.5910 -5.7499 -0.5304
21 F -2.2004 -6.8920 -0.1955
22 C -1.7678 -4.6037 0.2174
23 F -2.5639 -4.7179 1.2951
24 C -1.1599 -3.4052 -0.1017
25 P -1.4332 -1.7940 0.7967
26 C -3.2579 -1.6761 0.6367
27 C -3.7618 -0.9339 -0.4167
28 C -5.1263 -0.8538 -0.6162
29 C -6.0020 -1.5042 0.2418
30 C -5.4991 -2.2463 1.3001
31 C -4.1314 -2.3345 1.4936
32 C -1.1393 -2.2285 2.5395
33 C -1.8228 -1.5699 3.5556
34 C -1.4727 -1.7937 4.8761
35 C -0.4430 -2.6663 5.1914
36 C 0.2524 -3.3054 4.1730
37 C -0.0891 -3.0814 2.8532
38 C -0.3063 -3.4024 -1.2091
39 Br 0.6669 -1.8651 -1.6600
40 C -0.1197 -4.5389 -1.9701
41 F 0.6896 -4.5513 -3.0347
42 H -3.0829 -0.3960 -1.0731
43 H -5.5049 -0.2598 -1.4374
44 H -7.0709 -1.4269 0.0905
45 H -6.1678 -2.7579 1.9803
46 H -3.7511 -2.9147 2.3212
47 H -2.6104 -0.8654 3.3185
48 H -2.0061 -1.2724 5.6604
49 H -0.1726 -2.8384 6.2248
50 H 1.0722 -3.9722 4.4062
51 H 0.4777 -3.5583 2.0614
52 O 0.1924 0.9937 -1.3565

Output
HOMO energy (spin up / spin down)	-2.8 / -6.1	eV
charge	-1
multiplicity	3
energy above the lowest of the compared OMol25 structures with the same formula, charge and spin	142.0	kJ/mol



Density functional theory data (ωB97M-V/def2-TZVPD) for a structure of composition C25H14N5O2S7Ti at a distorted geometry.

CARTESIAN COORDINATES (ANGSTROEM)
1 Ti -0.7231 -0.3355 1.4427
2 S -6.6362 4.6812 1.9315
3 C -5.3521 3.6060 1.8096
4 S -5.0072 2.6783 0.4185
5 C -3.6031 1.8275 0.9997
6 C -3.2474 2.0993 2.2697
7 S -1.9050 1.3531 3.0743
8 S -4.2685 3.2560 3.0823
9 S -2.7351 0.7079 -0.0106
10 S -2.1302 -2.2214 2.1578
11 C -0.9592 -3.5039 2.4267
12 C -1.4635 -4.6707 3.1238
13 N -1.8919 -5.5938 3.6644
14 C 0.3353 -3.5024 2.0174
15 S 1.1168 -2.2425 1.1178
16 C 1.1558 -4.6685 2.3023
17 N 1.8363 -5.5727 2.5164
18 C 1.9881 2.7710 0.6057
19 C 1.3864 1.6643 1.4084
20 O 0.4468 0.9723 0.8185
21 C 1.8046 1.3784 2.7430
22 C 2.8654 2.1044 3.3283
23 C 3.3092 1.8463 4.6079
24 C 2.6957 0.8347 5.3544
25 C 1.6537 0.1063 4.8128
26 C 1.1897 0.3610 3.5212
27 O 0.1881 -0.3594 3.0573
28 H 1.4624 2.8402 -0.3457
29 H 3.0545 2.6094 0.4086
30 H 1.8937 3.7339 1.1164
31 H 3.3452 2.8863 2.7522
32 H 4.1263 2.4210 5.0268
33 H 3.0348 0.6195 6.3612
34 H 1.1599 -0.6804 5.3686
35 N 1.6878 0.8056 -9.0089
36 C 1.3199 0.4916 -7.9663
37 C 0.8577 0.0899 -6.6520
38 C 0.2293 -1.1346 -6.4807
39 C -0.2111 -1.5250 -5.2285
40 C -0.0263 -0.6904 -4.1285
41 C 0.6019 0.5433 -4.3043
42 C 1.0401 0.9260 -5.5576
43 N -0.4704 -1.0905 -2.8635
44 C -1.1879 -2.2459 -2.5322
45 C -1.3825 -2.2004 -1.2000
46 N -0.8024 -1.0523 -0.6892
47 C -0.2832 -0.4143 -1.6853
48 H 0.0851 -1.7885 -7.3305
49 H -0.6920 -2.4839 -5.1116
50 H 0.7432 1.2123 -3.4696
51 H 1.5248 1.8843 -5.6870
52 H -1.4991 -2.9707 -3.2593
53 H -1.8895 -2.8890 -0.5463
54 H 0.2287 0.5257 -1.5884

Output
HOMO energy (spin up / spin down)	-1.1 / -1.7	eV
charge	-2
multiplicity	2
energy above the lowest of the compared OMol25 structures with the same formula, charge and spin	68.1	kJ/mol



Density functional theory data (ωB97M-V/def2-TZVPD) for a structure of composition C25H14N5RbSSe5.

CARTESIAN COORDINATES (ANGSTROEM)
1 Rb 0.5037 -1.6556 -0.8768
2 Se -0.5466 -3.6705 7.2992
3 N 0.0269 -2.1625 6.5198
4 C -0.2866 -2.2440 5.2594
5 C 0.0471 -1.2204 4.2751
6 C 0.8255 -0.1122 4.5950
7 C 1.1519 0.7829 3.5995
8 C 0.6741 0.5395 2.3129
9 N -0.0841 -0.4994 2.0039
10 C -0.3821 -1.3826 2.9528
11 C -1.1336 -2.5885 2.5397
12 N -1.4779 -2.6708 1.2540
13 C -2.0585 -3.7802 0.8154
14 C -2.3696 -4.8561 1.6580
15 C -2.0480 -4.7642 2.9888
16 C -1.4082 -3.6071 3.4536
17 C -1.0012 -3.4456 4.8436
18 N -1.2368 -4.3222 5.7789
19 H 1.1806 0.0057 5.6107
20 H 1.7867 1.6367 3.7910
21 H 0.9289 1.2028 1.4916
22 H -2.2925 -3.8132 -0.2450
23 H -2.8212 -5.7434 1.2375
24 H -2.2536 -5.5662 3.6864
25 Se -2.5760 -2.4195 -2.6876
26 Se -1.9070 -4.6335 -3.0431
27 Se 0.4218 -4.7327 -2.7603
28 Se 0.8794 -5.2089 -0.5307
29 S 4.4942 -0.1507 2.4937
30 C 3.7223 -1.5500 3.1549
31 C 3.8025 -2.0919 4.4345
32 C 3.0805 -3.2406 4.7066
33 C 2.3046 -3.8497 3.7150
34 C 2.2219 -3.3141 2.4432
35 C 2.9218 -2.1397 2.1648
36 N 2.8923 -1.4793 0.9448
37 C 3.6432 -0.4268 0.9497
38 C 3.8127 0.5312 -0.1684
39 C 4.9705 1.3226 -0.1735
40 C 5.1772 2.2355 -1.1918
41 C 4.2120 2.3405 -2.1922
42 C 3.0752 1.5419 -2.1544
43 C 2.7924 0.5877 -1.1522
44 H 4.4088 -1.6238 5.2006
45 H 3.1202 -3.6744 5.6989
46 H 1.7664 -4.7622 3.9429
47 H 1.6439 -3.7807 1.6508
48 H 5.7229 1.2110 0.6034
49 H 6.0737 2.8453 -1.2143
50 H 4.3567 3.0500 -3.0039
51 H 2.3612 1.6711 -2.9681

Output
HOMO energy	-0.8	eV
charge	-2
energy above the lowest of the compared OMol25 structures with the same formula, charge and spin	10.3	kJ/mol



Density functional theory data (ωB97M-V/def2-TZVPD) for a structure of composition C25H14N5RbSSe5.

CARTESIAN COORDINATES (ANGSTROEM)
1 Rb 1.6062 1.7847 -1.6057
2 Se -0.2626 -2.1583 5.3203
3 N 0.9510 -0.9034 4.9180
4 C 1.1217 -0.9374 3.6264
5 C 2.0589 -0.0836 2.9075
6 C 2.8487 0.8682 3.5576
7 C 3.7165 1.6299 2.8158
8 C 3.7880 1.4122 1.4384
9 N 3.0447 0.5150 0.8139
10 C 2.1795 -0.2121 1.5219
11 C 1.3155 -1.1613 0.7724
12 N 1.3912 -1.1448 -0.5618
13 C 0.5774 -1.9217 -1.2586
14 C -0.3362 -2.7945 -0.6691
15 C -0.4157 -2.8292 0.7060
16 C 0.4171 -1.9969 1.4496
17 C 0.3295 -1.9219 2.9027
18 N -0.4502 -2.6804 3.6177
19 H 2.7424 1.0023 4.6261
20 H 4.3084 2.4163 3.2625
21 H 4.4404 2.0070 0.8049
22 H 0.6302 -1.8085 -2.3367
23 H -0.9872 -3.3952 -1.2892
24 H -1.1275 -3.4597 1.2231
25 Se 1.0176 3.8353 1.3928
26 Se 3.0869 4.8886 1.0547
27 Se 3.4691 4.9575 -1.2648
28 Se 4.8530 3.1451 -1.8493
29 S -3.2992 -0.9336 -1.3723
30 C -2.8819 -0.4706 0.2430
31 C -3.4144 -0.8916 1.4591
32 C -2.8646 -0.3909 2.6260
33 C -1.8014 0.5182 2.5850
34 C -1.2714 0.9369 1.3798
35 C -1.8125 0.4348 0.1950
36 N -1.3506 0.7421 -1.0755
37 C -1.9967 0.1106 -1.9917
38 C -1.7073 0.1293 -3.4396
39 C -2.7817 -0.0638 -4.3197
40 C -2.5576 -0.0889 -5.6847
41 C -1.2529 0.0755 -6.1440
42 C -0.2128 0.2666 -5.2409
43 C -0.3611 0.3074 -3.8368
44 H -4.2315 -1.6021 1.4925
45 H -3.2533 -0.7188 3.5828
46 H -1.3805 0.8986 3.5086
47 H -0.4345 1.6284 1.3327
48 H -3.7961 -0.1723 -3.9424
49 H -3.3818 -0.2230 -6.3767
50 H -1.0538 0.0592 -7.2131
51 H 0.7836 0.3950 -5.6643

Output
HOMO energy	-0.9	eV
charge	-2
energy above the lowest of the compared OMol25 structures with the same formula, charge and spin	0.0	kJ/mol



Density functional theory data (ωB97M-V/def2-TZVPD) for a structure of composition C25H15AuCl2N4O5.

CARTESIAN COORDINATES (ANGSTROEM)
1 Au 0.6147 0.8748 -1.1762
2 Cl 6.7315 -0.5652 1.3904
3 C 5.2723 -0.6417 0.4680
4 C 4.3591 0.3993 0.5951
5 C 3.1843 0.3540 -0.1319
6 N 2.1731 1.3498 -0.0942
7 C 2.1065 2.4515 0.6808
8 O 2.9461 2.8675 1.4538
9 C 0.7972 3.1886 0.4855
10 C 0.5100 4.3071 1.2407
11 C -0.7129 4.9308 1.0688
12 C -1.6115 4.4143 0.1484
13 C -1.2584 3.2905 -0.5715
14 N -0.0742 2.7004 -0.4149
15 C 2.9210 -0.7325 -0.9944
16 C 3.8347 -1.7635 -1.1146
17 C 5.0125 -1.7108 -0.3773
18 Cl 6.1386 -3.0102 -0.5447
19 N 1.6925 -0.6634 -1.6947
20 C 1.1363 -1.5776 -2.5217
21 O 1.6310 -2.6165 -2.9052
22 C -0.2395 -1.1443 -2.9806
23 C -1.0104 -1.9839 -3.7552
24 C -2.2843 -1.5789 -4.1061
25 C -2.7396 -0.3353 -3.6925
26 C -1.9070 0.4590 -2.9325
27 N -0.6815 0.0633 -2.5897
28 H 4.5634 1.2255 1.2560
29 H 1.2521 4.6408 1.9520
30 H -0.9703 5.8030 1.6541
31 H -2.5819 4.8625 -0.0062
32 H -1.9373 2.8427 -1.2778
33 H 3.6361 -2.5969 -1.7682
34 H -0.5936 -2.9406 -4.0353
35 H -2.9237 -2.2267 -4.6904
36 H -3.7288 0.0167 -3.9452
37 H -2.2178 1.4341 -2.5956
38 O -1.5959 0.4111 3.2029
39 C -2.0374 -0.8547 3.0828
40 C -2.6601 -1.4414 4.1856
41 C -3.1331 -2.7360 4.1069
42 C -2.9998 -3.4725 2.9322
43 C -2.3821 -2.8904 1.8421
44 C -1.8922 -1.5864 1.8932
45 C -1.2336 -1.0041 0.6756
46 O -1.1418 -1.6731 -0.3605
47 O -0.7791 0.1992 0.7888
48 H -1.1938 0.6171 2.3192
49 H -2.7556 -0.8585 5.0922
50 H -3.6106 -3.1797 4.9721
51 H -3.3710 -4.4870 2.8760
52 H -2.2540 -3.4316 0.9140

Output
HOMO energy	-7.8	eV
charge	0



Density functional theory data (ωB97M-V/def2-TZVPD) for a structure of composition C25H15Cl3GaN2O3S6.

CARTESIAN COORDINATES (ANGSTROEM)
1 Ga -0.3476 0.3177 -0.9483
2 C 0.5280 -5.2390 3.1128
3 C 1.0566 -4.0357 2.3868
4 C 1.5399 -2.9291 3.0783
5 C 2.0234 -1.8175 2.4040
6 C 1.9979 -1.8036 1.0197
7 C 1.5368 -2.9040 0.3107
8 C 1.0753 -4.0112 0.9964
9 S 2.5218 -0.3895 0.1027
10 O 3.6881 0.1552 0.7438
11 O 2.6110 -0.8110 -1.2635
12 N 1.2764 0.6749 0.1773
13 C 1.0569 1.4254 1.3416
14 C 1.9632 1.7047 2.3402
15 C 1.6075 2.5102 3.4440
16 C 0.3752 3.0811 3.5636
17 C -0.5752 2.8573 2.5415
18 C -1.8599 3.4450 2.5252
19 C -2.7077 3.2126 1.4809
20 C -2.2842 2.3624 0.4432
21 N -1.1095 1.7916 0.4558
22 C -0.2385 2.0250 1.4591
23 H 0.4970 -5.0709 4.1888
24 H 1.1530 -6.1143 2.9256
25 H -0.4810 -5.4821 2.7772
26 H 1.5383 -2.9344 4.1618
27 H 2.4014 -0.9688 2.9576
28 H 1.5183 -2.8694 -0.7701
29 H 0.6971 -4.8602 0.4386
30 H 2.9696 1.3287 2.2716
31 H 2.3569 2.6864 4.2055
32 H 0.1204 3.7121 4.4047
33 H -2.1509 4.0919 3.3442
34 H -3.6897 3.6613 1.4349
35 H -2.9192 2.1416 -0.4045
36 Cl 0.0473 4.3524 -7.3045
37 C -0.2039 3.5739 -5.7619
38 C 0.7898 2.7829 -5.2209
39 C 0.5775 2.1700 -3.9976
40 Cl 1.8334 1.1956 -3.3239
41 C -0.6123 2.3066 -3.2638
42 O -0.8593 1.7681 -2.1008
43 C -1.5808 3.1322 -3.8739
44 Cl -3.0912 3.3778 -3.0425
45 C -1.3994 3.7573 -5.0905
46 H 1.7265 2.6369 -5.7376
47 H -2.1821 4.3755 -5.5050
48 S -2.9884 -6.3946 -1.3972
49 C -2.4261 -4.8382 -1.2887
50 S -1.5988 -4.0334 -2.5618
51 C -1.3153 -2.5158 -1.7486
52 C -1.7859 -2.4316 -0.4817
53 S -1.6117 -1.0457 0.5531
54 S -2.5950 -3.8585 0.1119
55 S -0.4710 -1.2559 -2.6159

Output
HOMO energy	-4.6	eV
charge	-1
energy above the lowest of the compared OMol25 structures with the same formula, charge and spin	0.0	kJ/mol



Density functional theory data (ωB97M-V/def2-TZVPD) for a structure of composition C25H15Cl5N5O9Tl.

CARTESIAN COORDINATES (ANGSTROEM)
1 Tl 0.6277 0.2450 0.7529
2 O 0.7511 1.2818 4.8816
3 C 0.6457 0.5878 3.8959
4 O 0.7978 1.0872 2.6845
5 C 0.3076 -0.8826 4.0749
6 C 0.2408 -1.3077 5.3895
7 C -0.0834 -2.6128 5.7087
8 C -0.3859 -3.5318 4.7286
9 C -0.3678 -3.1201 3.4183
10 C 0.0293 -1.8067 3.0324
11 O 0.1182 -1.5551 1.7609
12 N -0.7758 -4.1155 2.4148
13 O -1.3170 -3.7462 1.3794
14 O -0.5088 -5.2801 2.6465
15 N -0.1436 -3.0271 7.1156
16 O -0.4665 -4.1793 7.3533
17 O 0.1245 -2.1962 7.9632
18 H 0.4475 -0.5969 6.1759
19 H -0.6501 -4.5467 4.9856
20 Cl 7.3800 -0.4057 -2.2722
21 C 5.7327 -0.0938 -1.8886
22 C 5.1898 -0.5611 -0.6997
23 Cl 6.1567 -1.4542 0.4032
24 C 3.8557 -0.3110 -0.4028
25 Cl 3.1887 -0.8715 1.0946
26 C 3.0079 0.4012 -1.2626
27 O 1.7341 0.6530 -1.0404
28 C 3.5912 0.8793 -2.4504
29 Cl 2.5927 1.8027 -3.5078
30 C 4.9208 0.6342 -2.7638
31 Cl 5.5721 1.2299 -4.2366
32 C -0.7265 4.4062 0.1049
33 C -0.1161 3.2335 0.4825
34 N -0.6206 2.0418 0.1158
35 C -1.7151 1.9768 -0.6350
36 C -2.3734 3.1121 -1.0816
37 C -1.8715 4.3413 -0.6772
38 C -3.6015 3.0378 -1.9027
39 C -3.8689 2.2885 -2.9738
40 C -2.9933 1.3675 -3.7325
41 C -3.5453 0.5841 -4.7392
42 C -2.6945 -0.2651 -5.4250
43 N -1.3920 -0.3372 -5.1626
44 C -0.9535 0.4702 -4.1980
45 N -1.6838 1.3097 -3.4724
46 H -0.3166 5.3541 0.4258
47 H 0.7653 3.2220 1.1103
48 H -2.0745 0.9861 -0.8760
49 H -2.3752 5.2498 -0.9853
50 H -4.3909 3.7035 -1.5651
51 H -4.8666 2.3759 -3.3908
52 H -4.6015 0.6294 -4.9723
53 H -3.0635 -0.9146 -6.2123
54 H 0.1084 0.4424 -3.9746
55 C -0.4034 -1.9334 -1.6070
56 O -0.9633 -1.1465 -0.5311
57 H -1.1923 -2.4846 -2.1160
58 H 0.3372 -2.6353 -1.2215
59 H 0.0689 -1.2480 -2.3056
60 H -1.1898 -1.7677 0.1828

Output
HOMO energy	-8.9	eV
charge	0
energy above the lowest of the compared OMol25 structures with the same formula, charge and spin	49.7	kJ/mol



| no. | M (g mol⁻¹) |
| --- | --- |
| 1 | 648.260 |
| 2 | 661.194 |
| 3 | 688.756 |
| 4 | 896.757 |
| 5 | 896.757 |
| 6 | 719.291 |
| 7 | 759.890 |
| 8 | 911.069 |